Entry from the OMol25 dataset: one molecule with the formula C4H4N2O in a non-equilibrium geometry (ωB97M-V/def2-TZVPD).

## Properties
SMILES string: C1=CN=CON=C1
Relative energy (zero: lowest compared OMol25 entry of this formula, charge and spin) in kJ/mol: 382.6
LUMO energy in eV: -0.074
DFT total energy in eV: -9236.522
E_HOMO in hartree: -0.35484
Gap between HOMO and LUMO in eV: 9.581

Each line ends with the Löwdin charge.
Geometry (Å):
C (-0.0571, -0.8057, 0.9024)  -0.05
C (-0.4082, 0.5041, 1.1906)  -0.11
N (-0.5310, 1.4639, 0.2086)  0.07
C (0.1405, 1.3888, -0.9053)  -0.15
O (1.1378, 0.4087, -0.9640)  -0.15
N (0.3630, -0.7310, -1.5246)  0.09
C (-0.0738, -1.3661, -0.4712)  -0.14
H (0.1081, -1.5382, 1.6488)  0.08
H (-0.5812, 1.0329, 2.0933)  0.10
H (0.2713, 2.1532, -1.6312)  0.12
H (-0.3693, -2.5106, -0.5475)  0.15

***

Entry from the OMol25 dataset: a 4-piece molecular cluster, C6H22N2O3 overall in a non-equilibrium geometry (ωB97M-V/def2-TZVPD).

## Properties
SMILES string: CC(C)N(C)CCN.O.O.O
Relative energy (zero: lowest compared OMol25 entry of this formula, charge and spin) in kJ/mol: 277.2
LUMO energy in eV: 0.409
DFT total energy in eV: -15699.054
E_HOMO in hartree: -0.30674
Gap between HOMO and LUMO in eV: 8.756

Each line ends with the Löwdin charge.
Geometry (Å):
C (1.2533, 1.1867, 1.0452)  -0.05
C (1.7494, 0.3199, -0.1211)  -0.38
C (1.2911, 0.8455, -1.4965)  -0.03
N (1.3833, -1.0731, 0.2669)  -0.22
C (2.6129, -1.9329, 0.2662)  -0.06
C (0.2134, -1.7353, -0.2636)  -0.21
C (-1.0190, -1.2998, 0.5440)  -0.23
N (-2.2165, -2.2095, 0.5008)  -0.01
H (0.9706, 0.5853, 1.9150)  0.08
H (0.1915, 1.5872, 0.9448)  0.05
H (1.9279, 1.9857, 1.3428)  0.09
H (2.8443, 0.3849, -0.0812)  0.12
H (1.3736, -0.0608, -2.1247)  0.09
H (1.9522, 1.6493, -1.8112)  0.09
H (0.2691, 1.1362, -1.5542)  0.02
H (2.4514, -2.6459, 1.0792)  0.09
H (2.7460, -2.3371, -0.7470)  0.09
H (3.5027, -1.3603, 0.4759)  0.07
H (0.2019, -1.7529, -1.3610)  0.11
H (0.3461, -2.7941, -0.0145)  0.12
H (-0.8287, -1.3753, 1.6102)  0.12
H (-1.2771, -0.3100, 0.1702)  0.07
H (-3.0000, -1.5943, 0.7081)  0.05
H (-2.4561, -2.5867, -0.4020)  0.05
O (-1.1050, 1.7160, 2.6882)  -0.08
H (-1.5497, 2.5702, 2.7602)  0.05
H (-0.7627, 1.7667, 1.7669)  -0.03
O (-1.3640, 1.7157, -2.8881)  -0.02
H (-1.4260, 1.4554, -1.9766)  -0.02
H (-1.8034, 1.1672, -3.5125)  0.04
O (-3.0222, 2.0084, -0.0584)  -0.04
H (-3.2433, 1.4109, 0.6637)  0.04
H (-2.2071, 1.5768, -0.3357)  -0.02

***

Entry from the OMol25 dataset: C13H23BrCrNP as an isolated structure in a non-equilibrium geometry (ωB97M-V/def2-TZVPD).

## Properties
Spin multiplicity: 5
LUMO energy (alpha / beta) in eV: -0.054 / -0.305
DFT total energy in eV: -123094.878
E_HOMO (alpha / beta) in hartree: -0.27489 / -0.27519
Gap between HOMO and LUMO (alpha / beta) in eV: 7.426 / 7.183

Each line ends with the Löwdin charge.
Geometry (Å):
C (-2.5672, 0.0995, -2.3268)  -0.08
C (-2.1231, -1.0347, -1.6360)  -0.06
C (-1.5030, -0.9415, -0.3654)  -0.26
C (-1.2298, 0.3312, 0.1328)  -0.18
C (-1.4253, 1.4372, -0.6923)  -0.35
C (-2.1967, 1.3586, -1.8544)  -0.06
C (-1.2372, -2.1661, 0.4627)  -0.14
C (-0.2414, -3.2054, -0.1235)  -0.20
N (1.1174, -2.8263, -0.4195)  -0.30
Cr (-0.8298, 1.0304, 2.1056)  0.02
C (-0.9369, 2.7901, -0.2141)  -0.30
P (0.4311, 2.5598, 1.0190)  0.77
H (-2.3247, -2.0198, -2.0627)  0.11
H (-2.5021, 2.2878, -2.3398)  0.11
H (-3.1501, 0.0074, -3.2479)  0.10
H (-1.7733, 3.3455, 0.2446)  0.10
H (-0.4866, 3.3926, -1.0121)  0.09
H (-0.9128, -1.8995, 1.4860)  0.09
H (-2.2097, -2.6964, 0.5589)  0.13
H (-0.1522, -4.0066, 0.6309)  0.12
C (1.1312, 4.1162, 1.5862)  -0.24
C (1.6860, 1.8602, -0.0775)  -0.23
H (-0.7012, -3.6074, -1.0445)  0.11
C (1.4370, -2.2903, -1.7053)  -0.10
C (2.1734, -2.9993, 0.5457)  -0.10
H (0.4624, 1.2340, 3.2670)  0.02
H (1.9120, -3.0690, -2.3389)  0.08
H (0.4876, -1.9598, -2.1594)  0.08
H (2.1420, -1.4423, -1.6066)  0.08
H (2.8411, -3.8531, 0.3100)  0.08
H (2.8146, -2.1012, 0.5659)  0.07
H (1.7394, -3.1699, 1.5435)  0.08
H (2.0571, 2.6605, -0.7271)  0.06
H (2.5047, 1.4491, 0.5231)  0.05
H (1.2371, 1.0744, -0.6923)  0.05
H (1.3110, 4.8021, 0.7492)  0.06
H (0.4856, 4.6030, 2.3289)  0.05
H (2.0917, 3.8718, 2.0605)  0.05
H (0.8037, 0.7477, 2.7892)  0.06
Br (-2.3631, 0.2296, 3.7365)  -0.02

***

Entry from the OMol25 dataset: C3H3LiO2Tb as an isolated structure in a non-equilibrium geometry (ωB97M-V/def2-TZVPD).

## Properties
Spin multiplicity: 8
Relative energy (zero: lowest compared OMol25 entry of this formula, charge and spin) in kJ/mol: 0.0
LUMO energy (alpha / beta) in eV: -8.895 / -9.963
Total charge: +2
DFT total energy in eV: -29872.012
E_HOMO (alpha / beta) in hartree: -0.57742 / -0.58226
Gap between HOMO and LUMO (alpha / beta) in eV: 6.817 / 5.881

Each line ends with the Löwdin charge.
Geometry (Å):
H (-2.4198, 0.3222, -0.6933)  0.16
O (1.1018, 0.4631, 0.6893)  -0.54
C (0.0785, -0.3642, 0.7817)  -0.34
C (-0.6044, -0.9261, -0.2461)  -0.01
C (-1.3077, 0.4231, -0.6737)  -0.17
O (-0.7955, 1.4577, -1.0767)  -0.05
Li (0.7113, 1.8490, -0.5170)  0.73
Tb (3.3678, 0.1111, 1.3804)  1.91
H (-0.3017, -1.8119, -0.8001)  0.15
H (0.1697, -1.5240, 1.1554)  0.16

***

Entry from the OMol25 dataset: a 6-piece molecular cluster, C40H38Br2ClF3N6O15PS2 overall in a non-equilibrium geometry (ωB97M-V/def2-TZVPD).

## Properties
Relative energy (zero: lowest compared OMol25 entry of this formula, charge and spin) in kJ/mol: 0.0
LUMO energy in eV: 0.391
Total charge: -1
DFT total energy in eV: -273455.443
E_HOMO in hartree: -0.21667
Gap between HOMO and LUMO in eV: 6.287

Each line ends with the Löwdin charge.
Geometry (Å):
C (-3.4028, -4.3988, -4.5932)  -0.13
C (-1.9301, -4.1440, -4.6231)  -0.73
Br (-0.9004, -5.5354, -5.4290)  0.72
C (-1.3800, -3.0543, -4.1194)  -0.65
Br (0.5399, -2.8963, -4.1437)  0.84
C (-2.0665, -1.8923, -3.4509)  -0.57
S (-1.7736, -1.8353, -1.5756)  0.77
O (-2.9538, -2.3248, -0.9480)  -0.27
O (-1.3348, -0.5549, -1.1277)  -0.27
C (-0.4411, -3.0068, -0.9945)  -0.73
F (0.7658, -2.5169, -1.1565)  0.10
F (-0.6266, -3.0872, 0.3266)  0.11
F (-0.5359, -4.2281, -1.4714)  0.14
O (-3.3961, -1.7070, -3.5688)  -0.24
P (-3.9792, -0.0830, -3.8709)  0.62
C (-5.8258, -0.5255, -3.7235)  -0.30
C (-6.3622, -1.8214, -4.3387)  -0.74
C (-5.8219, -2.1732, -5.7033)  -0.15
Cl (-6.2647, -3.2187, -3.1798)  0.59
N (-4.0223, 0.3537, -2.0020)  0.02
C (-4.1278, 1.5528, -1.8526)  -0.44
O (-4.0999, 2.7497, -1.7008)  0.05
O (-2.3315, 0.4584, -3.8727)  -0.34
C (-1.4217, -0.5697, -4.0543)  -0.67
S (-1.1805, -0.6368, -5.8919)  0.78
H (-3.8605, -4.0064, -3.6984)  0.03
H (-3.8457, -4.0267, -5.5076)  0.07
H (-3.5644, -5.4726, -4.5884)  0.06
H (-4.3516, 1.2883, -4.1334)  0.03
H (-3.9492, -0.1942, -5.3016)  0.02
H (-6.1201, -0.4915, -2.6851)  0.06
H (-6.3455, 0.2793, -4.2386)  0.08
H (-7.4302, -1.6803, -4.4709)  0.08
H (-6.1558, -1.3821, -6.3748)  0.08
H (-6.2552, -3.0902, -6.0848)  0.07
H (-4.7447, -2.1686, -5.7485)  0.04
H (-0.5388, -0.2523, -3.5123)  0.08
H (0.0872, -0.2115, -6.0394)  -0.16
C (-0.5664, -1.7567, 3.5396)  -0.05
C (0.0440, -1.2530, 4.6812)  -0.06
C (0.4288, -2.1116, 5.6976)  -0.01
C (0.2000, -3.4676, 5.5550)  -0.16
C (-0.4125, -3.9854, 4.4275)  0.00
C (-0.7973, -3.1204, 3.4161)  -0.05
N (0.6292, -4.3781, 6.6239)  -0.36
O (1.1450, -3.8899, 7.6110)  0.06
O (0.4473, -5.5665, 6.4643)  0.07
H (-0.8629, -1.0871, 2.7424)  0.12
H (0.2219, -0.1906, 4.7776)  0.11
H (0.9035, -1.7175, 6.5840)  0.11
H (-0.5893, -5.0460, 4.3294)  0.12
H (-1.2750, -3.5067, 2.5287)  0.10
C (-1.3325, 6.8681, -2.7825)  -0.08
C (-1.7543, 5.5469, -2.7564)  -0.05
C (-2.7704, 5.1234, -3.5980)  0.01
C (-3.3481, 6.0369, -4.4604)  -0.14
C (-2.9433, 7.3604, -4.4948)  -0.02
C (-1.9295, 7.7756, -3.6489)  -0.08
N (-4.4129, 5.5978, -5.3751)  -0.36
O (-4.7676, 4.4455, -5.3180)  0.10
O (-4.8737, 6.4282, -6.1401)  0.05
H (-0.5348, 7.1934, -2.1265)  0.10
H (-1.2918, 4.8397, -2.0821)  0.11
H (-3.0922, 4.0904, -3.5696)  0.11
H (-3.4067, 8.0635, -5.1705)  0.11
H (-1.6016, 8.8063, -3.6666)  0.10
C (3.9690, 1.7168, -0.4615)  -0.07
C (3.1516, 2.7022, -1.0000)  -0.06
C (2.5106, 2.4903, -2.2099)  0.00
C (2.6981, 1.2876, -2.8641)  -0.14
C (3.5144, 0.2990, -2.3472)  0.00
C (4.1536, 0.5179, -1.1376)  -0.06
N (2.0003, 1.0478, -4.1333)  -0.34
O (1.2984, 1.9348, -4.5686)  0.09
O (2.1580, -0.0311, -4.6690)  0.02
H (4.4623, 1.8815, 0.4851)  0.09
H (3.0094, 3.6356, -0.4730)  0.11
H (1.8725, 3.2544, -2.6284)  0.12
H (3.6527, -0.6344, -2.8724)  0.12
H (4.7913, -0.2462, -0.7191)  0.09
C (-0.1138, 0.3198, 8.9760)  -0.08
C (1.2275, 0.4871, 9.2928)  -0.07
C (1.8253, 1.7280, 9.1450)  0.00
C (1.0658, 2.7872, 8.6837)  -0.15
C (-0.2692, 2.6360, 8.3566)  0.00
C (-0.8601, 1.3914, 8.5043)  -0.06
N (1.6915, 4.1107, 8.5487)  -0.36
O (2.8688, 4.2078, 8.8257)  0.08
O (0.9935, 5.0281, 8.1729)  0.08
H (-0.5787, -0.6501, 9.0973)  0.11
H (1.8066, -0.3499, 9.6577)  0.11
H (2.8683, 1.8600, 9.3909)  0.12
H (-0.8486, 3.4713, 7.9927)  0.12
H (-1.9034, 1.2578, 8.2546)  0.11
C (8.4930, -3.7270, 2.6572)  -0.07
C (9.2324, -2.5583, 2.7819)  -0.07
C (8.6412, -1.3324, 2.5256)  0.00
C (7.3111, -1.2964, 2.1503)  -0.14
C (6.5619, -2.4507, 2.0149)  0.00
C (7.1608, -3.6731, 2.2704)  -0.06
N (6.6725, 0.0023, 1.8990)  -0.34
O (7.3540, 0.9990, 2.0055)  0.09
O (5.4956, -0.0003, 1.6012)  0.06
H (8.9563, -4.6829, 2.8631)  0.11
H (10.2701, -2.6024, 3.0819)  0.11
H (9.2148, -0.4228, 2.6220)  0.12
H (5.5247, -2.4073, 1.7169)  0.12
H (6.5872, -4.5840, 2.1711)  0.11

***

Entry from the OMol25 dataset: a 2-piece molecular cluster, C5H15N2 overall in a non-equilibrium geometry (ωB97M-V/def2-TZVPD).

## Properties
Spin multiplicity: 2
Relative energy (zero: lowest compared OMol25 entry of this formula, charge and spin) in kJ/mol: 193.0
LUMO energy (alpha / beta) in eV: -8.753 / -12.051
Total charge: +2
DFT total energy in eV: -8388.310
E_HOMO (alpha / beta) in hartree: -0.76020 / -0.77457
Gap between HOMO and LUMO (alpha / beta) in eV: 11.933 / 9.026

Each line ends with the Löwdin charge.
Geometry (Å):
C (1.4120, -1.8636, 0.1247)  0.03
C (-0.9463, -2.4344, 0.4980)  0.22
N (-0.0522, -1.5946, 0.1467)  0.00
H (1.8212, -1.0915, 0.7712)  0.11
H (1.7453, -1.8030, -0.9069)  0.11
H (1.5936, -2.8614, 0.5145)  0.12
H (-0.6627, -3.4298, 0.8125)  0.14
H (-1.9799, -2.1372, 0.3569)  0.13
H (-0.3283, -0.6679, -0.1654)  0.09
C (1.2415, 1.0164, -1.3281)  -0.05
C (0.5054, 1.5154, -0.0723)  -0.21
N (-0.9177, 1.6842, -0.2438)  0.13
C (-1.8217, 1.6139, 0.9024)  0.02
H (2.2413, 0.6538, -1.1117)  0.10
H (1.2714, 1.8455, -2.0358)  0.11
H (0.6756, 0.2334, -1.8466)  0.08
H (0.9531, 2.4764, 0.2301)  0.17
H (0.7041, 0.8524, 0.7912)  0.14
H (-1.2776, 1.0881, -0.9972)  0.17
H (-2.8110, 1.9082, 0.5458)  0.13
H (-1.8758, 0.6360, 1.3853)  0.12
H (-1.4913, 2.3598, 1.6285)  0.13